(1)
The following is a quantum chemistry calculation of a cluster of 6 separate species, H10IO5 in total, from OMol25.

As for the charge: -1. For the LUMO energy, the calculation gives 2.80 eV. As for the HOMO-LUMO gap: 6.533 eV.

Last columns: bonded neighbours and bond lengths (Å).
Atoms and positions in Å:
1 I -0.214 0.193 1.666  no bonds
2 O -1.660 6.142 -0.131  H3 0.957, H4 0.957
3 H -1.700 5.265 0.251  O2 0.957
4 H -2.527 6.276 -0.515  O2 0.957
5 O 6.297 -0.879 1.171  H6 0.957, H7 0.957
6 H 6.477 -1.793 0.949  O5 0.957
7 H 5.344 -0.835 1.253  O5 0.957
8 O -1.694 -3.228 -3.365  H9 0.957, H10 0.957
9 H -2.591 -2.909 -3.465  O8 0.957
10 H -1.374 -2.802 -2.570  O8 0.957
11 O -1.944 -3.971 6.157  H12 0.957, H13 0.957
12 H -1.493 -3.450 5.493  O11 0.957
13 H -2.590 -4.478 5.665  O11 0.957
14 O 0.204 2.237 -4.403  H15 0.957, H16 0.957
15 H 0.178 1.988 -3.480  O14 0.957
16 H -0.713 2.244 -4.676  O14 0.957

=====

(2)
The following is a quantum chemistry calculation of a cluster of 6 separate species, H10IO5 in total, from OMol25.

As for the charge: -1. For the LUMO energy, the calculation gives 3.20 eV. As for the HOMO-LUMO gap: 8.312 eV.

Last columns: bonded neighbours and bond lengths (Å).
Atoms and positions in Å:
1 I 35.501 18.863 50.315  no bonds
2 O 36.921 20.250 53.391  H3 1.064, H4 0.864
3 H 36.524 20.102 52.415  O2 1.064
4 H 37.630 20.743 53.396  O2 0.864
5 O 32.910 17.879 52.631  H6 0.931, H7 0.987
6 H 33.692 18.202 52.242  O5 0.931
7 H 32.402 17.960 51.789  O5 0.987
8 O 37.872 16.986 52.497  H9 0.892, H10 0.959
9 H 37.232 17.487 52.129  O8 0.892
10 H 38.689 17.377 52.181  O8 0.959
11 O 37.761 21.862 49.443  H12 1.007, H13 0.996
12 H 37.381 21.019 49.842  O11 1.007
13 H 37.318 22.609 49.930  O11 0.996
14 O 35.971 15.646 48.192  H15 0.949, H16 0.990
15 H 35.553 14.850 48.495  O14 0.949
16 H 35.647 16.476 48.623  O14 0.990

=====

Bottom line: (2), by a margin of 21.9 kJ/mol.

=====

(1)
The following is a quantum chemistry calculation of the molecule C2H4N4S, from OMol25.

For the LUMO energy (alpha / beta), the calculation gives -1.17 / -1.51 eV. As for the HOMO-LUMO gap (alpha / beta): 7.057 / 6.499 eV.

Last columns: bonded neighbours and bond lengths (Å).
Atoms and positions in Å:
1 C 0.648 -0.649 -1.259  C2 1.495, N3 1.268, H8 1.127
2 C 0.737 0.542 -0.360  C1 1.495, N5 1.312, S7 1.693
3 N -0.364 -1.411 -1.225  C1 1.268, N4 1.239
4 N -1.119 -1.555 -0.254  N3 1.239, H9 1.007
5 N -0.399 0.627 0.291  C2 1.312, N6 1.307
6 N -0.434 1.180 1.475  N5 1.307, H10 1.010, H11 1.052
7 S 2.091 1.554 -0.446  C2 1.693
8 H 1.523 -0.806 -1.952  C1 1.127
9 H -1.869 -2.215 -0.376  N4 1.007
10 H -1.233 1.268 2.086  N6 1.010
11 H 0.420 1.465 2.020  N6 1.052

=====

(2)
The following is a quantum chemistry calculation of a cluster of 2 separate species, C2H4N4S in total, from OMol25.

For the LUMO energy (alpha / beta), the calculation gives 0.49 / 0.49 eV. As for the HOMO-LUMO gap (alpha / beta): 8.708 / 8.709 eV.

Last columns: bonded neighbours and bond lengths (Å).
Atoms and positions in Å:
1 C 1.109 0.104 -2.158  N3 1.196, H8 1.037
2 C 1.090 -0.262 1.680  N4 1.220, S7 1.530
3 N 0.314 -0.007 -1.271  C1 1.196, N5 1.251
4 N 0.607 0.395 2.586  C2 1.220, H9 1.069
5 N -0.416 -0.168 -0.268  N3 1.251, N6 1.495
6 N -1.879 0.099 -0.424  N5 1.495, H10 1.009, H11 1.020
7 S 2.170 -1.067 0.953  C2 1.530
8 H 1.915 0.653 -2.513  C1 1.037
9 H -0.376 0.812 2.517  N4 1.069
10 H -2.384 -0.422 0.276  N6 1.009
11 H -2.150 -0.137 -1.378  N6 1.020

=====

Bottom line: (1), by a margin of 30.7 kJ/mol.

=====

(1)
The following is a quantum chemistry calculation of the molecule C2H4N4S, from OMol25.

For the LUMO energy, the calculation gives 0.48 eV. As for the HOMO-LUMO gap: 9.257 eV. The SMILES is Nc1cnnn1S.

Last columns: bonded neighbours and bond lengths (Å).
Atoms and positions in Å:
1 C 0.645 0.744 -0.006  C2 1.369, N7 1.377, N10 1.368
2 C 1.870 0.134 0.026  C1 1.369, H5 1.092, N8 1.370
3 H 0.926 2.696 0.253  N7 0.985
4 H -0.707 2.244 0.234  N7 1.021
5 H 2.880 0.549 0.034  C2 1.092
6 H -2.154 -0.440 1.251  S11 1.359
7 N 0.249 2.061 -0.074  C1 1.377, H3 0.985, H4 1.021
8 N 1.680 -1.223 0.013  C2 1.370, N9 1.284
9 N 0.425 -1.494 -0.018  N8 1.284, N10 1.357
10 N -0.230 -0.306 -0.025  C1 1.368, N9 1.357, S11 1.704
11 S -1.931 -0.224 -0.073  H6 1.359, N10 1.704

=====

(2)
The following is a quantum chemistry calculation of the molecule C2H4N4S, from OMol25.

For the LUMO energy, the calculation gives 0.33 eV. As for the HOMO-LUMO gap: 8.418 eV. The SMILES is NN=C=N/C=N\S.

Last columns: bonded neighbours and bond lengths (Å).
Atoms and positions in Å:
1 C -0.433 0.052 -0.070  N3 1.247, N6 1.209
2 C 1.500 -1.514 -0.037  N3 1.350, N4 1.301, H11 1.044
3 N 0.295 -0.935 0.155  C1 1.247, C2 1.350
4 N 2.619 -0.859 0.065  C2 1.301, S7 1.642
5 N -2.539 0.946 0.262  N6 1.404, H9 1.002, H10 0.995
6 N -1.190 0.994 -0.124  C1 1.209, N5 1.404
7 S 2.700 0.777 0.166  N4 1.642, H8 1.326
8 H 1.478 1.166 -0.172  S7 1.326
9 H -3.027 0.083 0.120  N5 1.002
10 H -2.898 1.814 -0.067  N5 0.995
11 H 1.496 -2.524 -0.299  C2 1.044

=====

Bottom line: (1), by a margin of 196.4 kJ/mol.